Entry 1:
This record from OMol25 describes a structure of composition C30H38CdN4O2 in a non-equilibrium geometry. The level of theory is ωB97M-V/def2-TZVPD.

ORCA input file:
```
! wB97M-V def2-TZVPD RIJCOSX def2/J DEFGRID3
* xyz -2 1
Cd -0.07077 0.15091 0.23980
N -1.23884 2.23760 0.16414
N 0.80929 2.17217 -2.05613
C -1.14693 -1.73834 -1.31268
C -1.78687 -0.78648 -2.15484
C -2.83254 -0.17077 -1.41219
C -3.80814 0.80995 -1.93829
H -3.37737 1.39274 -2.76352
H -4.12253 1.51889 -1.15950
H -4.71170 0.30046 -2.31342
C -2.87018 -0.74643 -0.12142
C -3.90087 -0.50967 0.91178
H -4.79175 -1.13503 0.72545
H -4.22220 0.54250 0.93104
H -3.53285 -0.75664 1.91945
C -1.78786 -1.68345 -0.02297
C -1.63267 -2.71603 1.03594
H -1.94336 -2.33621 2.01972
H -0.58461 -3.03494 1.13803
H -2.24311 -3.61187 0.81061
C -1.47349 -0.54173 -3.58005
H -2.11895 -1.14505 -4.24163
H -0.42779 -0.79800 -3.80513
H -1.61351 0.51795 -3.84254
C -0.15767 -2.77270 -1.70973
H 0.64762 -2.87475 -0.96363
H 0.32495 -2.52106 -2.66465
H -0.63954 -3.76310 -1.81691
C -2.04040 2.54799 1.20043
H -1.94204 1.91831 2.09418
C -2.92983 3.62346 1.17448
H -3.56763 3.79719 2.03916
C -2.99747 4.42821 0.03545
H -3.69613 5.26502 -0.02566
C -2.15371 4.14176 -1.01195
H -2.13755 4.73019 -1.92504
C -1.21948 3.05720 -0.92971
C -0.35223 2.89053 -2.03592
H -0.49262 3.53582 -2.90302
C 1.18401 1.26705 -1.08294
C 1.77774 2.21594 -3.09359
H 1.68110 2.90093 -3.91614
C 2.72978 1.34050 -2.76628
H 3.63228 1.05783 -3.28304
N 2.40357 0.80187 -1.52520
C 3.15519 -0.13110 -0.76195
C 3.46565 -1.38891 -1.31369
C 3.94834 -2.38567 -0.45443
H 4.19198 -3.36789 -0.86810
C 4.11234 -2.15138 0.91223
C 4.65600 -3.18778 1.84806
H 3.85849 -3.62150 2.46734
H 5.38224 -2.72668 2.52974
H 5.14407 -3.99349 1.29104
C 3.73198 -0.91469 1.43490
H 3.77101 -0.75195 2.50908
C 3.28110 0.11909 0.61937
C 2.94305 1.44040 1.23386
H 3.64530 2.22764 0.92127
H 2.97830 1.33374 2.32410
H 1.92986 1.78461 0.97554
C 3.21159 -1.71672 -2.75472
H 4.05848 -1.41858 -3.39272
H 2.30453 -1.23667 -3.14765
H 3.09143 -2.80472 -2.86372
N -1.60535 0.52808 4.60758
C -0.61092 -0.58270 4.60227
C 0.33032 -0.36571 3.43390
O 1.51198 -0.71973 3.48879
O -0.29854 0.22557 2.46031
H -1.14321 1.45090 4.54957
H -2.16977 0.52325 5.46240
H -2.24845 0.42500 3.80545
H -0.10424 -0.59164 5.55789
H -1.14793 -1.52148 4.46029
*
```

Properties
Relative energy (zero: lowest compared OMol25 entry of this formula, charge and spin) (kJ/mol): 0.0
E (eV): -46342.299
Gap between HOMO and LUMO (eV): 1.6

Entry 2:
This record from OMol25 describes a cluster of 4 separate species, CH10O3S in total in a non-equilibrium geometry. The level of theory is ωB97M-V/def2-TZVPD.

ORCA input file:
```
! wB97M-V def2-TZVPD RIJCOSX def2/J DEFGRID3
* xyz 0 1
C 2.98233 0.51877 -0.71327
S 1.72642 0.29447 0.44797
H 3.87588 0.09285 -0.24327
H 3.36206 1.52608 -0.91659
H 2.91298 -0.10628 -1.58920
H 0.55603 0.84190 -0.19347
O -1.91880 0.34284 -1.22246
H -2.78895 0.59203 -0.79172
H -1.66260 1.06639 -1.77732
O -1.81558 0.42206 2.35483
H -1.94196 -0.23501 2.96993
H -1.56641 -0.11564 1.60466
O -1.31359 -1.71980 0.38886
H -0.80937 -2.45856 -0.00852
H -1.59845 -1.06209 -0.31044
*
```

Properties
Relative energy (zero: lowest compared OMol25 entry of this formula, charge and spin) (kJ/mol): 77.1
SMILES string: CS.O.O.O
E (eV): -18176.320
Gap between HOMO and LUMO (eV): 9.1

Entry 3:
This record from OMol25 describes a cluster of 13 separate species, C47H124N8O13 in total in a non-equilibrium geometry. The level of theory is ωB97M-V/def2-TZVPD.

ORCA input file:
```
! wB97M-V def2-TZVPD RIJCOSX def2/J DEFGRID3
* xyz 0 1
C -0.76706 -8.21150 1.01449
C -0.38885 -7.06373 0.09147
C -1.03877 -7.27490 -1.31214
C -2.53772 -7.02745 -1.32863
C -2.86155 -5.63476 -0.70934
C -2.20221 -5.26076 0.63051
N -0.81266 -5.72706 0.64978
O -0.10377 -5.46836 1.83192
C -2.18181 -3.69755 0.77442
C -3.06836 -5.85268 1.73650
C 1.11170 -7.08043 -0.09961
H -0.37478 -9.16976 0.66993
H -1.83384 -8.45587 1.04685
H -0.56777 -7.99405 2.06483
H -0.54773 -6.44745 -1.82954
H -0.89022 -8.26814 -1.73389
H -3.10260 -7.77087 -0.76188
H -2.88603 -7.09595 -2.35944
H -3.95165 -5.55998 -0.69223
H -2.66645 -4.90965 -1.50672
H -1.80642 -3.39535 1.75441
H -1.57751 -3.30253 -0.04191
H -3.20507 -3.32068 0.75598
H -2.46885 -5.96383 2.64291
H -3.93959 -5.22107 1.92024
H -3.48369 -6.84889 1.57172
H 1.68295 -6.67219 0.73329
H 1.43059 -6.38301 -0.87917
H 1.36566 -8.06045 -0.50031
H 0.17762 -4.57804 1.59615
C 0.81933 0.85403 2.16308
C 0.61091 0.78849 0.68137
C 0.39977 -0.70026 0.35938
C 0.04533 -0.99615 -1.07972
C -1.30046 -0.27878 -1.43737
C -1.16484 1.23522 -1.12356
N -0.61355 1.45402 0.25959
O -0.56701 2.84374 0.57416
C -0.42582 2.02162 -2.22795
C -2.62716 1.72008 -0.98611
C 1.90406 1.28038 0.02247
H 0.98334 1.86906 2.52573
H 1.61142 0.20224 2.54011
H -0.00306 0.38351 2.71009
H 1.22932 -1.29534 0.74809
H -0.49598 -1.17405 0.77823
H -0.03250 -2.07242 -1.24430
H 0.86863 -0.66404 -1.72070
H -2.06781 -0.71898 -0.80087
H -1.49096 -0.49655 -2.48628
H 0.56383 1.61103 -2.41221
H -1.06972 1.97001 -3.10735
H -0.39064 3.07677 -1.95941
H -3.21516 0.98279 -0.43887
H -2.80430 2.66503 -0.46899
H -3.14774 1.93462 -1.92282
H 2.71926 0.61076 0.30334
H 2.14180 2.30305 0.32071
H 1.93493 1.32752 -1.06632
H -1.17969 2.87602 1.31546
C 5.06352 5.28791 0.67664
C 5.32641 4.59202 -0.65661
C 4.10004 4.21078 -1.51775
O 3.12409 5.20736 -1.62791
C 1.86878 4.77047 -2.08914
N 6.12305 5.55792 -1.46667
H 5.18434 6.36723 0.78511
H 5.60148 4.90614 1.54533
H 3.98807 5.18607 0.86310
H 5.87778 3.68972 -0.38925
H 3.61911 3.33819 -1.06155
H 4.45000 3.97822 -2.52791
H 1.49606 3.98363 -1.42689
H 1.94863 4.45850 -3.13264
H 1.10064 5.53764 -1.99197
H 5.45083 6.21187 -1.85593
H 6.61011 6.14492 -0.80223
C -2.70610 5.63219 -0.65992
C -3.73319 6.67260 -0.14607
C -3.72343 7.95305 -0.98238
O -4.82254 8.83513 -0.59180
C -4.93739 10.07492 -1.21628
N -5.02536 5.99918 -0.28136
H -1.64874 5.91405 -0.65183
H -2.95381 5.19430 -1.62695
H -2.57167 4.77308 0.00346
H -3.52579 6.76627 0.92323
H -3.83518 7.84826 -2.06032
H -2.83984 8.50144 -0.64283
H -5.56779 10.72909 -0.61628
H -5.35177 10.04862 -2.22902
H -3.90452 10.43844 -1.26913
H -4.97575 5.04925 0.06436
H -5.72120 6.59718 0.14172
C -2.99510 -0.32082 3.80180
C -4.01321 -1.28890 3.18254
C -4.25039 -2.52532 4.09135
O -5.46646 -3.19240 3.75812
C -5.75569 -4.28572 4.59791
N -5.24331 -0.55456 3.10904
H -2.69019 0.48622 3.13829
H -2.06807 -0.89775 3.87469
H -3.35605 -0.04671 4.79164
H -3.73188 -1.65509 2.19430
H -4.24023 -2.27789 5.16026
H -3.37850 -3.19092 4.06027
H -6.52149 -4.95334 4.21384
H -5.94715 -3.92679 5.61460
H -4.84492 -4.87219 4.76714
H -5.85995 -1.20837 2.63896
H -5.52385 -0.39286 4.06868
C -8.49052 2.06703 1.75066
C -7.31066 2.96992 1.25560
C -5.92303 2.44635 1.65946
O -5.03839 3.56223 1.45040
C -3.95089 3.52529 2.34156
N -7.49804 3.11857 -0.15416
H -8.63955 1.99571 2.82886
H -8.34694 1.05972 1.35614
H -9.40848 2.50190 1.35366
H -7.46775 3.79867 1.95853
H -5.65981 1.54484 1.10525
H -5.92883 2.28070 2.73737
H -4.23956 3.64480 3.39124
H -3.22350 4.33530 2.25356
H -3.39007 2.59076 2.25087
H -8.32721 3.69942 -0.23663
H -6.74914 3.76214 -0.40811
C 5.41985 -0.99847 -1.03358
C 5.81273 -2.47219 -1.09726
C 6.47804 -2.79773 -2.42775
O 6.81923 -4.18558 -2.51025
C 7.04179 -4.49638 -3.87885
N 6.71314 -2.84954 -0.01065
H 6.33463 -0.41128 -0.93617
H 4.83305 -0.77898 -0.14035
H 4.83689 -0.81566 -1.93888
H 4.85878 -2.99002 -1.01115
H 7.34388 -2.18720 -2.70041
H 5.70734 -2.56223 -3.17249
H 6.13884 -4.34128 -4.47272
H 7.24453 -5.56123 -3.74615
H 7.91009 -3.96570 -4.27545
H 7.36464 -2.17885 0.38105
H 6.08143 -2.97904 0.77484
C 8.47389 2.68631 1.17388
C 7.81782 1.33732 1.51497
C 6.30065 1.33149 1.54226
O 5.82919 2.36169 2.46257
C 4.39738 2.31146 2.52223
N 8.42473 0.26394 0.77554
H 8.19679 3.06124 0.18116
H 9.55562 2.72842 1.05028
H 8.05677 3.40284 1.88381
H 8.08383 1.12899 2.55656
H 5.90537 0.35105 1.81115
H 5.82808 1.71710 0.63310
H 4.06132 3.03608 3.26050
H 4.00403 1.30359 2.66631
H 3.97198 2.64407 1.56987
H 9.39292 0.04638 0.96351
H 8.45359 0.50555 -0.20997
C 0.21828 -2.17308 4.75433
O 0.41172 -3.51710 4.35273
H 0.05347 -1.58780 3.84869
H -0.47162 -2.18149 5.59323
H 1.19283 -1.82216 5.11124
H 1.24392 -3.65078 3.89573
C 2.91628 1.82156 -3.94211
O 2.70166 0.41182 -4.12181
H 3.08468 2.05644 -2.89053
H 3.81682 2.06730 -4.50347
H 2.04494 2.44917 -4.13881
H 2.92014 0.20465 -5.03336
C 0.18945 -2.00680 -5.02139
O -1.15567 -2.32120 -4.83097
H 0.83681 -2.88615 -4.97010
H 0.29339 -1.45256 -5.95674
H 0.67522 -1.44399 -4.21622
H -1.53299 -1.61295 -4.29935
C -4.51563 -0.86357 -3.05424
O -3.53703 -0.64613 -4.04201
H -5.53923 -0.69760 -3.39898
H -4.51925 -1.91961 -2.76459
H -4.32493 -0.29072 -2.14974
H -3.63848 -1.33390 -4.70673
C 2.58753 -3.45157 -2.12690
O 3.09090 -4.63668 -1.57714
H 1.85729 -3.69773 -2.90305
H 2.27982 -2.72257 -1.37457
H 3.41435 -3.00143 -2.68342
H 2.36327 -4.89159 -1.00081
*
```

Properties
Relative energy (zero: lowest compared OMol25 entry of this formula, charge and spin) (kJ/mol): 271.3
E (eV): -89276.939
Gap between HOMO and LUMO (eV): 8.5